Formula: C33H78NO12
Source: OMol25
Level of theory: ωB97M-V/def2-TZVPD

Frontier orbital gap in eV: 6.3
Net charge: +1
HOMO energy in eV: -11.5
Total energy in eV: -61533.65988
E_LUMO in eV: -5.15

The geometry in XYZ format:
```
124
C33H78NO12 ωB97M-V/def2-TZVPD
O 5.2231 0.2923 -4.4419
C 4.9674 0.8521 -3.3614
O 5.9258 1.0562 -2.3120
C 3.4829 1.3913 -3.0429
C 3.2367 2.9144 -3.2875
C 1.8095 3.4405 -2.9379
N 0.7885 2.5336 -2.4107
O -0.4114 3.1353 -2.1487
C 0.9933 1.1228 -2.1824
C 2.3779 0.4459 -2.4897
H 5.5219 1.7183 -1.6883
H 4.0300 3.6381 -3.6671
H 1.5809 4.5489 -3.0647
H -0.3895 3.3741 -1.1878
H 0.1825 0.4396 -1.7408
H 2.6052 -0.6525 -2.3025
C -1.5906 -0.3982 2.1303
C -2.0711 -0.7807 0.7401
C -3.1394 -1.8627 0.8040
O -0.9635 -1.2476 -0.0334
H -1.1436 -1.2575 2.6399
H -0.8155 0.3720 2.0709
H -2.4120 -0.0202 2.7416
H -2.4715 0.1020 0.2327
H -2.7482 -2.7736 1.2687
H -3.4691 -2.1378 -0.2020
H -4.0067 -1.5246 1.3762
H -0.6015 -2.0296 0.4067
C 7.1632 -1.1311 -7.7947
C 6.6866 -2.4578 -7.2248
C 6.5955 -2.4074 -5.7077
O 7.5891 -3.4913 -7.6117
H 8.1629 -0.8831 -7.4235
H 7.2350 -1.1850 -8.8843
H 6.4810 -0.3191 -7.5288
H 5.7077 -2.7074 -7.6437
H 7.5755 -2.2035 -5.2637
H 6.2629 -3.3710 -5.3109
H 5.8964 -1.6338 -5.3799
H 8.4587 -3.2799 -7.2461
C -0.8552 2.0006 5.3339
C -2.1698 1.2567 5.5079
C -2.6828 1.3649 6.9348
O -1.9835 -0.1186 5.1737
H -0.0818 1.5823 5.9819
H -0.4923 1.9047 4.3069
H -0.9696 3.0629 5.5672
H -2.9159 1.6616 4.8174
H -1.9712 0.9238 7.6403
H -3.6218 0.8158 7.0480
H -2.8516 2.4078 7.2158
H -1.3255 -0.4853 5.7797
C -5.0862 -1.3467 -2.9409
C -6.4080 -1.5356 -2.2135
C -7.1120 -2.8057 -2.6645
O -7.2508 -0.4126 -2.4630
H -5.2443 -1.2580 -4.0205
H -4.5962 -0.4245 -2.6158
H -4.4093 -2.1855 -2.7560
H -6.2315 -1.5766 -1.1347
H -7.3399 -2.7668 -3.7347
H -8.0653 -2.9224 -2.1422
H -6.4968 -3.6884 -2.4708
H -7.4130 -0.3678 -3.4151
C 1.9467 -1.9203 6.0478
C 1.3997 -1.1830 4.8354
C 2.1705 -1.5421 3.5747
O 1.4836 0.2241 5.0581
H 2.9932 -1.6539 6.2276
H 1.3911 -1.6442 6.9482
H 1.8805 -3.0031 5.9144
H 0.3423 -1.4284 4.7019
H 3.2249 -1.2626 3.6687
H 1.7738 -0.9961 2.7136
H 2.1110 -2.6138 3.3672
H 2.4161 0.4517 5.1773
C -1.1640 -3.8834 -3.3733
C -0.4004 -2.6347 -3.7835
C 1.0966 -2.8964 -3.8452
O -0.6622 -1.5899 -2.8460
H -0.8579 -4.2188 -2.3768
H -2.2365 -3.6779 -3.3221
H -0.9975 -4.6985 -4.0820
H -0.7538 -2.2917 -4.7598
H 1.4812 -3.1980 -2.8646
H 1.6340 -1.9869 -4.1304
H 1.3310 -3.6816 -4.5679
H -0.3525 -1.8843 -1.9752
C -6.0930 3.8384 8.8023
C -4.8917 4.4106 9.5383
C -5.2124 5.7633 10.1541
O -3.8008 4.5498 8.6293
H -6.3990 4.4971 7.9829
H -5.8448 2.8718 8.3552
H -6.9422 3.7038 9.4772
H -4.5755 3.7160 10.3214
H -5.4880 6.4886 9.3815
H -4.3372 6.1676 10.6697
H -6.0352 5.6863 10.8695
H -4.0702 5.1629 7.9321
C 7.3147 -1.6642 -1.9547
C 6.9746 -2.4474 -0.6967
C 8.1273 -3.3441 -0.2734
O 5.8152 -3.2451 -0.9343
H 7.5170 -2.3390 -2.7928
H 6.4739 -1.0342 -2.2524
H 8.1904 -1.0285 -1.7995
H 6.7318 -1.7540 0.1138
H 8.3578 -4.0776 -1.0528
H 7.8643 -3.9092 0.6248
H 9.0275 -2.7593 -0.0676
H 6.0201 -3.8623 -1.6500
C -3.8811 4.3853 -4.4865
C -4.3579 3.0590 -3.9158
C -4.4465 3.1048 -2.3978
O -3.4561 2.0274 -4.3035
H -2.8800 4.6323 -4.1168
H -3.8114 4.3315 -5.5763
H -4.5619 5.1977 -4.2195
H -5.3377 2.8112 -4.3329
H -3.4649 3.3056 -1.9541
H -4.7796 2.1410 -2.0029
H -5.1441 3.8782 -2.0666
H -2.5869 2.2399 -3.9384
```

Formula: CH3N2O
Source: OMol25
Level of theory: ωB97M-V/def2-TZVPD

Frontier orbital gap (spin up / spin down) in eV: 3.6 / 7.9
Multiplicity: 3
Net charge: -1
Energy above the lowest of the compared OMol25 structures with the same formula, charge and spin in kcal/mol: 42.2
Expectation value of S²: 2.01
HOMO energy (spin up / spin down) in eV: 1.4 / -5.2
Total energy in eV: -6106.48133
E_LUMO (spin up / spin down) in eV: 4.98 / 2.75

The geometry in XYZ format:
```
7
CH3N2O ωB97M-V/def2-TZVPD
C -0.2809 -0.5776 -0.1237
N 0.6922 0.2905 -0.6970
N -0.6890 0.8497 -0.1263
O -0.6565 1.4615 0.9949
H -0.7555 -1.4598 -0.7410
H 0.1391 -0.9370 0.7875
H 1.5507 0.3728 -0.0945
```

Formula: C11H9N6O7S2
Source: OMol25
Level of theory: ωB97M-V/def2-TZVPD

Frontier orbital gap in eV: 3.5
Net charge: -1
Energy above the lowest of the compared OMol25 structures with the same formula, charge and spin in kcal/mol: 30.4
HOMO energy in eV: -2.7
Total energy in eV: -56483.24737
E_LUMO in eV: 0.78

The geometry in XYZ format:
```
35
C11H9N6O7S2 ωB97M-V/def2-TZVPD
C -1.9223 -3.4797 3.3214
C -2.3133 -2.8918 1.9705
N -1.1979 -3.0079 1.0074
C -1.2671 -2.1970 -0.1104
S -1.1226 -0.5125 -0.2667
S -1.6326 -2.4565 -1.7549
C -0.6306 -4.3620 0.8729
C -0.3073 -4.9538 2.2526
O -1.3368 -4.7793 3.2373
H -1.2509 -2.7846 3.8520
H -2.8153 -3.6444 3.9365
H -3.2016 -3.4337 1.5862
H -2.5115 -1.8200 2.0676
H -1.3554 -5.0115 0.3379
H 0.3001 -4.2527 0.2969
H -0.1818 -6.0486 2.1914
H 0.6444 -4.5216 2.6242
O 2.4166 6.8630 -2.0234
N 2.2065 5.8499 -1.3819
C 1.6254 4.6148 -1.5971
C 1.7258 3.8721 -0.4056
N 2.3522 4.6123 0.5593
O 2.6043 5.8091 -0.0288
C 1.2066 2.5089 -0.3426
N 1.3019 1.7198 0.8681
O 1.8479 2.1427 1.9041
O 0.8252 0.5483 0.8373
C 0.6477 1.9459 -1.5146
C 0.5542 2.7589 -2.6611
N 0.1885 2.4230 -3.9702
O -0.2728 1.4051 -4.4553
O 0.5019 3.5291 -4.7930
N 0.9727 4.5716 -4.0454
C 1.0367 4.0824 -2.7641
H 0.3610 0.9006 -1.6084
```

Formula: C4H7NO4
Source: OMol25
Level of theory: ωB97M-V/def2-TZVPD

Frontier orbital gap (spin up / spin down) in eV: 8.4 / 6.9
Net charge: 0
Energy above the lowest of the compared OMol25 structures with the same formula, charge and spin in kcal/mol: 203.1
HOMO energy (spin up / spin down) in eV: -10.3 / -9.8
Total energy in eV: -13933.83117
E_LUMO (spin up / spin down) in eV: -1.91 / -2.87

The geometry in XYZ format:
```
16
C4H7NO4 ωB97M-V/def2-TZVPD
C -2.2818 -1.8138 0.3571
C -2.5985 -0.6404 -0.4910
C -1.8492 0.6955 -0.1855
O -2.1864 1.5115 0.5865
C -0.4474 0.6991 -0.7659
O 0.0428 0.1800 0.3356
O 1.9573 0.9196 -0.1213
N 2.7924 -0.0294 0.0568
O 3.9744 0.1680 -0.2545
H -2.9449 -2.6068 0.0693
H -1.2723 -2.1785 0.2432
H -2.4963 -1.5880 1.3894
H -2.3685 -0.8554 -1.5437
H -3.6535 -0.3710 -0.3784
H -0.2876 -0.0316 -1.5899
H -0.2334 1.7085 -1.1507
```

> total energy of number 3 (C11H9N6O7S2)?

-56483.24737 eV

> Look up the net charge of the second one.

-1

> Which formula does entry 2 have?

CH3N2O

> Which value of total energy does entry 2 give?

-6106.48133 eV